{
  "formula": "C18H23ClN5O5P",
  "method": "wB97M-V/def2-TZVPD",
  "lumo_ev": -0.97,
  "homo_lumo_gap_ev": 8.33,
  "e_tot_ev": -58538.8424,
  "species": ["C", "O", "C", "C", "C", "C", "C", "C", "C", "O", "C", "P", "N", "O", "O", "C", "C", "C", "C", "Cl", "C", "N", "C", "O", "C", "N", "C", "N", "N", "C", "H", "H", "H", "H", "H", "H", "H", "H", "H", "H", "H", "H", "H", "H", "H", "H", "H", "H", "H", "H", "H", "H", "H"],
  "coordinates": [[-2.560, -4.663, -2.934], [-2.102, -4.771, -1.603], [-2.580, -3.762, -0.731], [-1.749, -2.479, -0.817], [-0.591, -2.471, 0.190], [0.004, -1.108, 0.448], [-0.024, -0.491, 1.674], [-0.661, -1.240, 2.837], [-2.159, -1.012, 2.853], [-2.863, -1.276, 3.790], [0.551, 0.822, 1.851], [0.487, 1.536, 3.523], [1.558, 0.911, 4.461], [-0.989, 1.333, 4.109], [0.571, 3.121, 3.450], [1.165, 1.443, 0.787], [1.849, 2.790, 0.888], [0.900, 3.992, 0.696], [0.761, 4.403, -0.759], [1.572, 5.404, 1.593], [1.211, 0.797, -0.472], [1.837, 1.433, -1.512], [1.848, 0.794, -2.611], [2.483, 1.353, -3.735], [2.359, 2.643, -3.835], [2.307, 3.791, -3.878], [1.313, -0.504, -2.809], [1.378, -1.091, -4.066], [0.721, -1.126, -1.835], [0.641, -0.464, -0.638], [-1.733, -4.424, -3.608], [-3.323, -3.893, -3.055], [-2.970, -5.620, -3.255], [-2.539, -4.187, 0.272], [-3.634, -3.557, -0.937], [-2.400, -1.608, -0.720], [-1.358, -2.451, -1.830], [-0.946, -2.946, 1.095], [0.196, -3.117, -0.203], [-0.244, -0.910, 3.781], [-0.460, -2.303, 2.771], [-2.622, -0.568, 1.948], [2.117, 0.238, 3.948], [-1.637, 1.924, 3.697], [1.300, 3.415, 4.018], [2.361, 2.893, 1.838], [2.616, 2.858, 0.123], [-0.067, 3.750, 1.126], [0.137, 5.287, -0.839], [1.750, 4.615, -1.157], [0.331, 3.578, -1.323], [2.259, -0.915, -4.532], [1.212, -2.086, -3.969]],
  "forces_ev_per_angstrom": [[0.2, 0.0, -0.2], [-0.2, -0.1, 0.1], [0.0, 0.0, 0.0], [-0.3, -0.3, -0.2], [0.0, 0.0, -0.4], [-0.1, -0.3, -0.1], [0.2, -0.1, 0.4], [0.2, 0.8, -0.4], [-0.4, -0.2, 0.5], [0.1, -0.1, -0.1], [-0.8, -0.3, -0.2], [1.1, -0.9, 0.8], [-0.4, 0.2, -0.5], [-0.2, 0.2, -0.6], [-0.2, 0.2, 0.0], [0.3, 0.7, 0.1], [0.0, 0.3, 0.0], [0.2, -0.3, -0.3], [0.1, -0.2, 0.4], [-0.1, 0.0, 0.1], [0.0, 0.3, 0.4], [-0.2, -0.5, -0.3], [0.3, 0.4, 0.1], [-0.3, 0.0, -0.1], [0.4, 0.1, 0.3], [-0.1, 0.0, -0.2], [-0.2, -0.7, -0.6], [0.4, -0.2, 0.6], [0.2, 0.5, 0.1], [-0.1, -0.3, -0.2], [0.1, 0.1, 0.0], [-0.1, 0.0, 0.1], [-0.1, -0.1, 0.1], [0.0, 0.0, 0.1], [0.0, 0.0, -0.1], [0.0, 0.1, 0.3], [0.1, 0.2, -0.1], [0.0, 0.1, 0.2], [0.0, -0.1, 0.0], [-0.1, -0.1, 0.2], [0.0, -0.1, 0.0], [0.2, 0.0, -0.2], [0.1, 0.0, 0.3], [0.0, 0.0, 0.2], [0.0, 0.1, -0.1], [-0.1, -0.1, 0.1], [0.1, 0.0, 0.0], [0.0, 0.3, 0.2], [-0.1, 0.0, -0.1], [0.0, 0.1, -0.2], [-0.1, 0.0, -0.1], [-0.2, 0.1, -0.2], [-0.1, 0.0, -0.2]],
  "nbo_charge": [-0.253, -0.545, -0.054, -0.432, -0.450, 0.065, 0.020, -0.575, 0.450, -0.500, -0.440, 2.218, -1.324, -0.974, -0.999, 0.038, -0.470, -0.143, -0.621, -0.085, 0.144, -0.386, 0.428, -0.473, 0.543, -0.370, 0.346, -0.775, -0.429, 0.109, 0.169, 0.170, 0.186, 0.182, 0.168, 0.202, 0.230, 0.209, 0.235, 0.274, 0.251, 0.104, 0.379, 0.507, 0.534, 0.239, 0.243, 0.206, 0.223, 0.226, 0.211, 0.391, 0.395]
}


{
  "formula": "C30H45F4N6O5ReS2",
  "method": "wB97M-V/def2-TZVPD",
  "total_charge": 3,
  "spin_multiplicity": 2,
  "lumo_ev": [-9.19, -10.39],
  "homo_lumo_gap_ev": [7.27, 6.41],
  "e_tot_ev": -85657.1437,
  "e_above_lowest_kj_mol": 376.79,
  "species": ["Re", "C", "N", "C", "C", "C", "N", "C", "C", "F", "C", "F", "C", "C", "F", "C", "F", "H", "H", "H", "H", "H", "H", "H", "H", "H", "H", "H", "C", "C", "S", "O", "O", "C", "C", "N", "C", "N", "C", "C", "N", "O", "O", "C", "H", "H", "H", "H", "H", "H", "H", "H", "H", "H", "H", "H", "H", "N", "C", "C", "C", "C", "C", "C", "H", "H", "H", "H", "H", "H", "H", "C", "C", "C", "S", "O", "C", "C", "C", "H", "H", "H", "H", "H", "H", "H", "H", "H", "H", "H", "H", "H", "H"],
  "coordinates": [[1.563, -1.652, -0.197], [4.341, -0.324, -0.628], [3.707, -1.639, -0.359], [4.457, -2.288, 0.756], [3.825, -2.490, -1.592], [3.081, -3.799, -1.399], [1.794, -3.442, -0.772], [0.708, -4.340, -0.817], [-0.563, -3.787, -0.691], [-0.626, -2.399, -0.563], [-1.726, -4.517, -0.737], [-2.889, -3.878, -0.622], [-1.656, -5.887, -0.901], [-0.407, -6.470, -1.020], [-0.300, -7.773, -1.166], [0.767, -5.720, -0.978], [1.940, -6.334, -1.072], [5.407, -0.457, -0.826], [3.882, 0.142, -1.498], [4.219, 0.318, 0.242], [5.459, -2.551, 0.412], [4.537, -1.591, 1.583], [3.934, -3.178, 1.096], [3.382, -1.926, -2.422], [4.879, -2.651, -1.830], [2.938, -4.297, -2.358], [3.625, -4.485, -0.749], [-2.551, -6.494, -0.935], [-2.190, 6.964, 1.137], [-2.674, 6.461, -0.212], [-2.019, 4.882, -0.670], [-2.152, 3.956, 0.440], [-2.567, 4.493, -1.946], [-0.249, 5.123, -0.915], [0.604, 4.085, -0.204], [0.544, 2.697, -0.748], [0.293, 1.490, 0.076], [1.004, 0.412, -0.618], [1.321, 0.888, -1.824], [1.070, 2.252, -1.893], [1.509, 3.058, -3.022], [1.894, 4.178, -2.779], [1.502, 2.484, -4.086], [0.651, 1.669, 1.526], [-2.766, 7.847, 1.409], [-1.141, 7.261, 1.113], [-2.334, 6.214, 1.913], [-2.435, 7.135, -1.038], [-3.754, 6.293, -0.234], [0.008, 6.103, -0.510], [-0.063, 5.160, -1.986], [0.305, 4.024, 0.837], [1.649, 4.387, -0.261], [1.752, 0.303, -2.625], [1.639, 2.115, 1.632], [0.648, 0.701, 2.021], [-0.091, 2.299, 2.014], [0.735, -1.980, 1.734], [1.564, -2.007, 2.954], [2.474, -0.992, 3.188], [3.220, -1.011, 4.358], [3.054, -2.044, 5.271], [2.139, -3.057, 5.021], [1.381, -3.040, 3.858], [0.298, -2.903, 1.662], [-0.050, -1.345, 1.894], [2.610, -0.192, 2.467], [3.931, -0.221, 4.558], [3.638, -2.058, 6.181], [2.009, -3.861, 5.732], [0.658, -3.827, 3.668], [-3.927, -0.260, -3.479], [-3.026, 0.967, -3.447], [-2.779, 1.546, -2.054], [-1.883, 0.343, -1.051], [-1.143, 1.222, 0.088], [-3.199, -0.399, -0.056], [-3.650, 0.442, 1.134], [-4.837, -0.238, 1.812], [-4.118, -0.562, -4.506], [-4.894, -0.059, -3.013], [-3.477, -1.123, -2.977], [-3.472, 1.779, -4.023], [-2.065, 0.752, -3.924], [-3.694, 1.803, -1.519], [-2.142, 2.427, -2.082], [-2.858, -1.397, 0.226], [-4.006, -0.521, -0.782], [-3.923, 1.445, 0.800], [-2.827, 0.567, 1.838], [-5.700, -0.283, 1.148], [-5.131, 0.318, 2.701], [-4.594, -1.256, 2.120]],
  "forces_ev_per_angstrom": [[0.1, 0.0, 0.0], [0.0, 0.0, 0.0], [0.0, 0.1, 0.0], [0.0, 0.0, 0.0], [-0.1, 0.0, 0.1], [0.0, 0.0, 0.0], [-0.1, 0.1, 0.1], [-0.1, 0.0, 0.0], [0.1, 0.0, 0.0], [-0.1, 0.0, 0.1], [0.0, 0.0, 0.0], [0.0, 0.0, 0.0], [0.0, 0.0, 0.0], [0.0, 0.0, 0.0], [0.0, 0.0, 0.0], [-0.1, 0.0, 0.0], [0.0, 0.0, 0.0], [0.0, 0.0, 0.0], [0.0, 0.0, 0.0], [0.0, 0.0, 0.0], [0.0, 0.0, 0.0], [0.0, 0.0, 0.0], [0.0, 0.0, 0.0], [0.0, 0.0, 0.0], [0.0, 0.0, 0.0], [0.0, 0.0, 0.0], [0.0, 0.0, 0.0], [0.0, 0.0, 0.0], [0.0, 0.0, 0.0], [0.0, 0.1, -0.1], [0.0, -0.1, 0.2], [0.1, 0.0, 0.0], [0.0, 0.0, -0.1], [0.0, 0.1, 0.0], [0.0, -0.1, 0.0], [-0.1, 0.0, 0.0], [-0.3, 0.1, -0.1], [0.3, -0.1, -0.4], [0.0, 0.1, 0.1], [0.1, 0.0, -0.1], [0.1, 0.0, 0.1], [-0.1, 0.0, -0.1], [0.0, 0.0, 0.0], [0.0, 0.0, 0.1], [0.0, 0.0, 0.0], [0.0, 0.0, 0.0], [0.0, 0.0, 0.0], [0.0, 0.0, 0.0], [0.0, 0.0, 0.0], [0.1, 0.0, 0.1], [-0.1, 0.0, 0.0], [0.0, 0.0, 0.0], [0.0, 0.1, 0.0], [0.0, 0.0, 0.0], [0.0, 0.0, 0.0], [0.0, 0.0, 0.0], [0.0, 0.0, 0.0], [0.0, -0.1, 0.1], [0.0, 0.0, 0.0], [0.0, 0.0, 0.0], [0.0, 0.0, 0.0], [0.0, 0.0, 0.0], [0.0, 0.0, 0.0], [0.1, 0.0, 0.0], [0.0, 0.0, 0.1], [0.0, 0.0, 0.0], [0.0, 0.0, 0.0], [0.0, 0.0, 0.0], [0.0, 0.0, 0.0], [0.0, 0.0, 0.0], [0.0, 0.0, 0.0], [0.0, 0.0, 0.0], [0.0, 0.1, 0.0], [0.0, -0.2, 0.1], [-0.2, 0.1, -0.3], [0.1, -0.1, 0.3], [0.0, 0.0, 0.1], [0.0, 0.1, 0.0], [0.0, 0.0, 0.0], [0.0, 0.0, 0.0], [0.0, 0.0, 0.0], [0.0, 0.0, 0.0], [0.0, 0.0, 0.0], [0.0, 0.0, 0.0], [0.0, 0.1, 0.0], [0.0, 0.0, 0.0], [0.0, 0.1, 0.0], [0.0, 0.0, 0.0], [0.0, 0.0, 0.0], [0.0, 0.0, 0.0], [0.0, 0.0, 0.0], [0.0, 0.0, 0.0], [0.0, 0.0, 0.0]],
  "lowdin_spin": [0.017, -0.001, -0.002, 0.000, -0.001, -0.003, 0.024, 0.004, 0.001, -0.001, 0.000, 0.000, 0.002, 0.000, 0.000, 0.003, 0.000, 0.000, 0.001, 0.000, 0.000, 0.000, 0.000, 0.000, 0.000, 0.001, 0.000, 0.000, 0.000, 0.000, 0.000, 0.002, 0.001, 0.005, 0.017, 0.207, 0.031, 0.214, 0.115, 0.197, 0.013, 0.012, 0.050, 0.013, 0.000, 0.000, 0.000, 0.000, 0.000, 0.000, 0.000, 0.000, 0.007, 0.004, 0.001, 0.000, 0.002, 0.010, 0.001, 0.001, 0.000, 0.001, 0.000, 0.000, 0.002, 0.002, 0.000, 0.000, 0.000, 0.000, 0.000, 0.000, 0.000, 0.000, 0.002, 0.042, 0.003, 0.000, 0.000, 0.000, 0.000, 0.000, 0.000, 0.000, 0.000, 0.000, 0.000, 0.000, 0.000, 0.000, 0.000, 0.000, 0.000]
}


{
  "formula": "C24H32BF4N6O4TeY",
  "method": "wB97M-V/def2-TZVPD",
  "total_charge": 2,
  "lumo_ev": -5.12,
  "homo_lumo_gap_ev": 8.17,
  "e_tot_ev": -62413.3235,
  "e_above_lowest_kj_mol": 159.52,
  "species": ["Y", "C", "O", "C", "O", "N", "N", "H", "H", "H", "H", "H", "H", "O", "N", "N", "O", "C", "C", "C", "C", "C", "C", "H", "H", "H", "H", "H", "N", "C", "C", "N", "C", "C", "H", "H", "H", "H", "H", "H", "H", "H", "H", "H", "H", "Te", "C", "C", "C", "C", "C", "C", "C", "C", "C", "C", "C", "C", "H", "H", "H", "H", "H", "H", "H", "H", "H", "H", "F", "B", "F", "F", "F"],
  "coordinates": [[-0.094, 0.445, 0.253], [-4.272, -2.220, -1.479], [-3.142, -2.108, -0.594], [-1.989, -1.673, -1.032], [-1.024, -1.654, -0.237], [-1.843, -1.255, -2.292], [-0.656, -0.570, -2.571], [-5.039, -2.724, -0.903], [-4.026, -2.825, -2.352], [-4.632, -1.235, -1.779], [-2.600, -1.265, -2.956], [-0.849, 0.274, -3.097], [-0.021, -1.150, -3.106], [1.544, 0.223, -0.971], [2.493, 1.085, -0.750], [2.450, 1.643, 0.381], [1.510, 1.352, 1.268], [3.474, 2.579, 0.755], [4.466, 2.940, -0.153], [5.429, 3.852, 0.239], [5.405, 4.393, 1.519], [4.414, 4.021, 2.414], [3.439, 3.112, 2.036], [4.467, 2.519, -1.147], [6.193, 4.149, -0.465], [6.157, 5.113, 1.812], [4.386, 4.451, 3.405], [2.650, 2.823, 2.714], [3.625, -3.446, 2.326], [3.377, -3.328, 0.849], [2.822, -1.936, 0.557], [1.598, -1.649, 1.303], [1.828, -1.799, 2.740], [2.372, -3.180, 3.107], [4.341, -2.768, 2.594], [3.990, -4.372, 2.555], [2.663, -4.103, 0.571], [4.309, -3.498, 0.313], [2.641, -1.828, -0.510], [3.575, -1.190, 0.835], [0.861, -2.285, 1.001], [0.902, -1.632, 3.290], [2.533, -1.023, 3.055], [1.654, -3.955, 2.842], [2.592, -3.250, 4.171], [-2.156, -0.334, 2.194], [-1.658, 0.316, 4.174], [-2.502, -0.030, 5.222], [-2.287, 0.513, 6.480], [-1.236, 1.395, 6.689], [-0.383, 1.723, 5.645], [-0.587, 1.178, 4.385], [-3.464, 1.344, 1.936], [-4.773, 1.140, 1.528], [-5.595, 2.241, 1.331], [-5.109, 3.524, 1.529], [-3.808, 3.715, 1.974], [-2.984, 2.621, 2.187], [-3.327, -0.711, 5.055], [-2.944, 0.254, 7.300], [-1.079, 1.819, 7.671], [0.434, 2.412, 5.811], [0.083, 1.428, 3.569], [-5.154, 0.139, 1.365], [-6.624, 2.097, 1.028], [-5.748, 4.377, 1.342], [-3.428, 4.711, 2.157], [-1.983, 2.767, 2.566], [-2.014, 1.318, -0.811], [-1.245, 2.579, -1.036], [-2.005, 3.575, -1.472], [-0.629, 2.774, 0.247], [-0.198, 2.140, -1.855]],
  "forces_ev_per_angstrom": [[-2.2, -0.2, -0.9], [-0.2, 0.0, -0.1], [0.0, -0.2, -0.1], [0.2, -0.1, 0.0], [-0.1, 0.0, -0.1], [-0.1, 0.0, -0.1], [0.1, 0.0, 0.0], [0.0, 0.0, 0.0], [0.0, 0.0, 0.0], [0.1, 0.0, 0.1], [0.0, 0.0, 0.0], [-0.1, 0.1, 0.1], [0.0, -0.1, 0.0], [2.2, 0.3, -0.6], [0.6, 0.0, -0.2], [0.1, -0.2, -0.1], [1.2, 0.5, 0.3], [0.4, 0.5, 0.2], [-0.2, -0.2, 0.0], [0.0, 0.0, 0.0], [0.0, 0.0, 0.0], [0.1, 0.0, 0.0], [-0.2, -0.2, -0.1], [0.0, 0.0, 0.0], [0.0, 0.0, 0.0], [0.0, 0.0, 0.0], [0.0, 0.0, 0.0], [0.0, 0.0, 0.0], [0.0, -0.1, 0.0], [-0.1, 0.3, -0.3], [0.0, -0.1, 0.1], [-0.4, -0.2, 0.0], [0.0, -0.1, -0.1], [-0.3, 0.3, 0.2], [0.1, 0.0, 0.0], [0.0, 0.0, 0.0], [0.0, -0.1, 0.1], [0.1, -0.1, 0.1], [0.0, 0.0, 0.0], [0.0, 0.1, -0.1], [0.0, -0.1, 0.0], [0.0, 0.0, 0.0], [0.0, 0.0, 0.0], [0.1, -0.1, 0.0], [0.1, 0.0, 0.0], [-1.3, 0.3, 2.2], [0.1, -0.2, -0.3], [-0.1, -0.1, -0.1], [0.0, 0.0, 0.1], [0.0, 0.0, 0.0], [0.0, 0.0, 0.1], [0.0, -0.1, -0.1], [0.1, -0.2, 0.0], [0.1, -0.1, -0.1], [-0.1, 0.0, 0.0], [0.0, 0.0, 0.0], [0.0, 0.0, 0.0], [0.0, -0.1, 0.1], [0.0, 0.0, 0.0], [0.0, 0.0, 0.0], [0.0, 0.0, 0.0], [0.0, 0.0, 0.0], [0.0, 0.1, 0.0], [0.0, 0.0, 0.0], [0.0, 0.0, 0.0], [0.0, 0.0, 0.1], [0.0, 0.0, 0.0], [0.1, 0.1, -0.1], [0.1, 0.0, 0.1], [-0.2, 0.0, -0.1], [0.0, 0.0, 0.0], [-0.1, -0.1, 0.1], [0.0, 0.2, -0.1]],
  "mulliken_charge": [0.917, -0.926, -0.215, 0.492, -0.395, 0.012, -0.414, 0.241, 0.415, 0.373, 0.191, 0.267, 0.268, -0.224, -0.830, 1.340, -0.097, 0.334, -0.598, -0.581, -0.519, -0.830, -0.140, 0.460, 0.416, 0.414, 0.421, 0.548, -0.090, -0.947, -0.954, 0.637, -0.569, -0.896, 0.387, 0.359, 0.377, 0.478, 0.454, 0.383, 0.259, 0.222, 0.234, 0.389, 0.443, 0.491, 0.288, -0.736, -0.638, -0.524, -0.836, -0.043, 0.726, -0.548, -0.640, -0.548, -0.687, -0.345, 0.452, 0.422, 0.405, 0.442, 0.459, 0.471, 0.415, 0.427, 0.426, 0.336, -0.280, 0.455, -0.243, -0.292, -0.361]
}